Entry 1:
Density functional theory data (ωB97M-V with the def2-TZVPD basis set) for a structure of composition C23H53NO12SSi2.

Output
ΔE to the lowest compared entry with this formula, charge and spin in eV: 0.000
Kohn-Sham gap in eV: 9.377
Net charge: 0

Last column: Löwdin charge in e.
CARTESIAN COORDINATES (ANGSTROEM)
C -3.01 -2.63 2.27  -0.08
C -2.66 -1.16 2.01  -0.15
C -1.86 -0.53 3.11  -0.46
O -1.49 -1.13 4.10  0.13
O -1.60 0.81 2.96  -0.03
C -0.47 1.06 2.12  -0.24
C 0.83 1.21 2.92  -0.20
Si 2.05 -0.09 2.34  0.51
C 2.73 0.41 0.66  -0.22
C 2.45 -0.58 -0.50  -0.28
C 1.17 -0.23 -1.28  -0.22
S 1.35 -0.50 -3.04  0.59
O 0.09 -0.82 -3.60  -0.26
O 2.08 0.63 -3.53  -0.29
O 2.27 -1.78 -3.20  -0.14
O 3.31 -0.13 3.44  -0.38
Si 4.09 -1.58 3.72  0.55
C 4.82 -2.28 2.13  -0.25
C 4.80 -3.77 2.08  -0.51
C 4.20 -4.42 0.86  -0.04
N 5.29 -4.42 3.06  0.13
H -3.05 -3.15 1.32  0.07
H -2.29 -3.12 2.90  0.07
H -4.00 -2.71 2.70  0.08
H -2.16 -1.09 1.05  0.11
H -3.58 -0.59 1.90  0.12
H -0.64 1.94 1.52  0.12
H -0.39 0.22 1.42  0.08
H 1.25 2.20 2.82  0.08
H 0.63 1.00 3.97  0.09
H 1.32 -1.38 2.29  0.04
H 3.80 0.56 0.72  0.08
H 2.29 1.37 0.41  0.08
H 2.40 -1.61 -0.17  0.08
H 3.29 -0.50 -1.19  0.09
H 0.34 -0.82 -0.93  0.10
H 0.97 0.83 -1.22  0.10
H 3.19 -1.49 -3.22  0.09
H 5.20 -1.30 4.64  -0.02
H 3.18 -2.53 4.39  -0.01
H 4.36 -1.89 1.22  0.05
H 5.86 -1.94 2.09  0.09
H 4.91 -4.38 0.04  0.09
H 3.98 -5.46 1.06  0.08
H 3.29 -3.90 0.57  0.07
H 5.20 -5.42 2.89  0.05
C 5.19 4.65 1.63  -0.11
O 4.45 4.48 0.44  -0.20
C 3.53 5.53 0.20  -0.20
C 3.35 5.79 -1.28  -0.18
O 4.42 6.49 -1.89  -0.12
C 5.65 5.81 -2.13  -0.18
C 5.59 4.78 -3.23  -0.21
O 4.92 3.62 -2.79  -0.20
C 4.20 2.94 -3.81  -0.10
H 4.56 4.52 2.51  0.09
H 5.97 3.89 1.64  0.09
H 5.67 5.63 1.66  0.09
H 3.85 6.45 0.70  0.13
H 2.55 5.23 0.62  0.12
H 2.49 6.46 -1.38  0.13
H 3.12 4.88 -1.82  0.12
H 6.04 5.38 -1.21  0.12
H 6.34 6.59 -2.44  0.13
H 6.62 4.51 -3.51  0.13
H 5.09 5.22 -4.10  0.13
H 3.53 3.62 -4.35  0.09
H 3.61 2.18 -3.33  0.05
H 4.89 2.46 -4.52  0.09
C -8.83 -4.91 0.29  -0.12
O -8.17 -4.15 -0.70  -0.20
C -9.02 -3.70 -1.73  -0.20
C -8.59 -2.35 -2.27  -0.18
O -8.90 -1.26 -1.42  -0.12
C -8.13 -1.08 -0.24  -0.18
C -6.72 -0.58 -0.47  -0.20
O -5.88 -1.61 -0.96  -0.20
C -4.86 -1.14 -1.82  -0.11
H -9.14 -5.88 -0.11  0.09
H -8.13 -5.07 1.11  0.09
H -9.71 -4.38 0.68  0.09
H -10.06 -3.63 -1.38  0.13
H -8.98 -4.43 -2.56  0.13
H -9.17 -2.16 -3.17  0.13
H -7.54 -2.36 -2.55  0.12
H -8.13 -1.98 0.38  0.12
H -8.66 -0.31 0.32  0.13
H -6.31 -0.23 0.49  0.12
H -6.75 0.26 -1.17  0.13
H -5.27 -0.52 -2.62  0.09
H -4.38 -2.00 -2.26  0.09
H -4.11 -0.56 -1.26  0.08



Entry 2:
Density functional theory data (ωB97M-V with the def2-TZVPD basis set) for a structure of composition C23H54ClIN2NbO8P2S.

Output
Kohn-Sham gap in eV: 6.000
Net charge: -1

Last column: Löwdin charge in e.
CARTESIAN COORDINATES (ANGSTROEM)
C -0.77 -0.01 3.68  -0.13
C -0.88 0.32 2.20  -0.33
Nb 0.34 -0.77 0.58  1.35
C 1.43 -2.14 -0.86  -0.39
C 0.76 -2.56 -2.25  -0.21
C 1.86 -2.16 -3.45  -0.31
N 2.35 -0.76 -3.73  0.04
O 2.40 -3.15 -4.21  -0.11
C 1.65 -1.54 2.33  -0.33
C 3.11 -2.11 1.84  -0.27
N 4.07 -1.94 3.00  -0.14
C 5.04 -0.81 2.81  -0.22
C 6.40 -1.29 1.96  -0.10
C 4.71 -3.21 3.47  -0.31
C 5.46 -3.14 4.96  -0.04
O 4.82 -4.38 2.83  -0.06
C 1.81 0.92 0.30  -0.45
C 1.57 2.33 1.03  -0.78
C 0.19 3.14 0.71  -0.21
I 2.00 2.33 3.23  0.69
P -1.27 0.13 -1.26  0.41
O -2.56 1.10 -0.50  -0.51
Cl -0.18 1.36 -2.67  0.03
P -1.30 -2.74 0.96  0.19
O -2.35 -2.47 2.35  -0.39
O -2.25 -3.05 -0.49  -0.43
S -0.36 -4.43 1.35  0.13
H -0.49 -1.09 4.08  0.06
H -0.93 0.86 4.44  0.04
H -1.68 1.15 1.95  0.02
H 2.50 -1.66 -1.07  0.05
H 1.67 -3.16 -0.27  0.04
H -0.33 -2.22 -2.48  0.06
H 0.73 -3.75 -2.31  0.13
H 2.91 -0.83 -4.63  0.09
H 3.09 -0.53 -3.01  0.09
H 1.86 -0.73 3.14  0.00
H 1.02 -2.39 2.88  0.03
H 3.57 -1.53 0.91  0.10
H 2.94 -3.21 1.48  0.11
H 5.35 -0.45 3.91  0.12
H 4.58 0.15 2.30  0.10
H 6.11 -2.22 1.26  0.10
H 6.72 -0.42 1.23  0.08
H 7.21 -1.57 2.75  0.07
H 4.75 -2.69 5.78  0.09
H 6.39 -2.41 4.78  0.07
H 5.88 -4.20 5.23  0.08
H 1.99 1.14 -0.86  0.04
H 2.88 0.52 0.67  0.03
H 2.44 3.05 0.63  0.08
H 0.47 4.31 0.75  0.09
H -0.65 3.03 1.55  0.05
H -0.28 2.96 -0.34  0.04
H -2.18 1.93 -0.10  -0.01
H -3.28 -2.39 2.00  0.05
H -2.92 -3.76 -0.21  0.03
C 1.22 4.61 -5.91  -0.07
C 1.54 3.42 -6.80  -0.51
C 0.37 3.08 -7.71  -0.07
O 1.84 2.29 -5.98  -0.07
H 0.36 4.40 -5.26  0.08
H 2.07 4.83 -5.25  0.08
H 1.00 5.50 -6.51  0.08
H 2.42 3.63 -7.40  0.14
H -0.52 2.82 -7.12  0.08
H 0.60 2.21 -8.33  0.08
H 0.12 3.93 -8.36  0.08
H 1.06 2.09 -5.44  0.06
C -7.38 -5.24 0.36  -0.07
C -6.23 -4.45 -0.26  -0.50
C -5.80 -5.05 -1.59  -0.06
O -5.12 -4.45 0.64  -0.07
H -7.07 -6.28 0.56  0.08
H -7.67 -4.81 1.32  0.08
H -8.25 -5.26 -0.30  0.08
H -6.54 -3.41 -0.41  0.14
H -5.44 -6.08 -1.46  0.08
H -4.97 -4.48 -2.02  0.08
H -6.62 -5.06 -2.31  0.08
H -4.84 -5.37 0.77  0.10
C -2.56 5.19 3.37  -0.06
C -2.59 5.86 2.00  -0.50
C -3.67 6.93 1.94  -0.07
O -2.85 4.87 1.00  -0.07
H -3.51 4.70 3.59  0.08
H -1.79 4.41 3.40  0.07
H -2.34 5.92 4.16  0.08
H -1.62 6.30 1.78  0.14
H -4.66 6.51 2.11  0.08
H -3.69 7.40 0.95  0.08
H -3.49 7.71 2.68  0.08
H -3.72 4.48 1.19  0.10



Entry 3:
Density functional theory data (ωB97M-V with the def2-TZVPD basis set) for a cluster of 8 separate species, C23H54IO11PS7 in total.

Output
Kohn-Sham gap in eV: 7.210
Net charge: 0

Last column: Löwdin charge in e.
CARTESIAN COORDINATES (ANGSTROEM)
C 4.89 -1.06 -4.33  -0.11
C 5.44 -2.49 -4.21  -0.24
C 4.70 -3.39 -3.22  -0.21
C 3.56 -4.25 -3.78  -0.19
C 2.58 -3.61 -4.78  -0.12
C 1.75 -2.53 -4.19  -0.09
C 0.78 -2.50 -3.26  -0.32
P -0.24 -3.78 -2.48  0.56
O 0.57 -5.09 -3.06  -0.40
I 0.56 -3.63 -0.17  0.42
C 0.58 -1.07 -2.88  -0.46
O 0.08 -0.61 -1.91  0.12
O 1.22 -0.28 -3.82  0.15
C 1.84 -1.12 -4.72  -0.42
O 2.22 -0.76 -5.78  0.18
H 4.44 -0.88 -5.30  0.04
H 4.15 -0.86 -3.54  0.07
H 5.68 -0.32 -4.20  0.07
H 6.49 -2.43 -3.90  0.10
H 5.45 -2.96 -5.20  0.10
H 5.42 -4.12 -2.83  0.11
H 4.37 -2.83 -2.35  0.11
H 2.98 -4.60 -2.93  0.09
H 3.98 -5.14 -4.25  0.12
H 3.13 -3.19 -5.62  0.12
H 1.94 -4.41 -5.17  0.12
H 0.35 -5.87 -2.53  0.05
C -2.89 3.14 1.34  -0.26
S -3.40 1.81 0.26  0.80
O -4.05 0.77 1.12  -0.57
C -1.75 1.20 -0.10  -0.27
H -3.79 3.62 1.72  0.01
H -2.29 2.74 2.16  0.04
H -2.32 3.87 0.77  0.06
H -1.26 0.93 0.83  0.06
H -1.19 1.98 -0.62  0.06
H -1.84 0.33 -0.74  0.03
C 8.12 0.54 -8.28  -0.27
S 6.44 0.07 -7.87  0.82
O 6.54 -1.01 -6.86  -0.54
C 6.06 -0.72 -9.43  -0.27
H 8.55 1.01 -7.40  0.05
H 8.69 -0.36 -8.54  0.06
H 8.11 1.25 -9.11  0.05
H 6.78 -1.53 -9.61  0.06
H 6.10 0.02 -10.24  0.05
H 5.06 -1.12 -9.36  0.05
C -7.66 6.32 1.05  -0.27
S -6.72 5.27 2.17  0.82
O -5.32 5.24 1.65  -0.57
C -7.44 3.72 1.66  -0.28
H -7.30 7.34 1.18  0.05
H -7.49 5.98 0.03  0.06
H -8.71 6.26 1.31  0.05
H -7.29 3.57 0.60  0.02
H -8.51 3.70 1.89  0.06
H -6.94 2.93 2.23  0.06
C -0.85 1.18 5.60  -0.28
S -2.48 0.43 5.69  0.80
O -2.35 -0.74 6.61  -0.57
C -2.44 -0.20 4.02  -0.26
H -0.62 1.59 6.58  0.04
H -0.14 0.41 5.31  0.02
H -0.86 1.98 4.86  0.05
H -1.56 -0.84 3.91  0.05
H -2.39 0.63 3.31  0.02
H -3.35 -0.77 3.84  0.06
C -8.23 0.03 -0.70  -0.26
S -8.21 1.68 -1.38  0.80
O -9.10 2.51 -0.52  -0.56
C -9.15 1.31 -2.86  -0.27
H -7.71 0.06 0.26  0.05
H -9.26 -0.29 -0.56  0.06
H -7.70 -0.65 -1.38  0.06
H -10.12 0.90 -2.57  0.06
H -8.60 0.60 -3.48  0.05
H -9.29 2.24 -3.41  0.05
C 3.73 -0.39 2.75  -0.27
S 2.55 -0.71 4.06  0.81
O 1.21 -0.29 3.54  -0.57
C 3.08 0.58 5.16  -0.27
H 3.51 -1.08 1.93  0.04
H 3.62 0.63 2.40  0.06
H 4.74 -0.57 3.12  0.05
H 3.02 1.55 4.66  0.06
H 4.10 0.38 5.51  0.05
H 2.42 0.56 6.02  0.02
C 1.27 0.23 9.14  -0.27
S 2.98 -0.19 9.51  0.81
O 3.69 -0.27 8.21  -0.56
C 2.65 -1.89 10.01  -0.27
H 1.27 1.25 8.76  0.05
H 0.89 -0.45 8.38  0.06
H 0.68 0.17 10.05  0.06
H 2.17 -2.41 9.18  0.06
H 2.02 -1.89 10.89  0.05
H 3.61 -2.35 10.23  0.05



Entry 4:
Density functional theory data (ωB97M-V with the def2-TZVPD basis set) for a cluster of 8 separate species, C23H54N7O8 in total.

Output
ΔE to the lowest compared entry with this formula, charge and spin in eV: 19.100
Kohn-Sham gap in eV: 5.597
Net charge: -1

Last column: Löwdin charge in e.
CARTESIAN COORDINATES (ANGSTROEM)
C 0.29 -0.46 0.52  -0.17
C 1.14 0.69 0.92  -0.46
O 2.45 0.58 0.54  -0.32
H 0.58 -1.28 1.17  0.05
H 0.61 -0.86 -0.45  0.10
H -0.78 -0.27 0.57  -0.01
H 1.02 1.07 1.94  0.07
H 0.75 1.58 0.41  0.03
C -0.66 2.40 3.05  -0.33
O -0.88 3.65 2.99  -0.07
N -1.68 1.53 3.15  -0.11
C -1.34 0.10 3.06  -0.05
C -3.08 1.94 3.07  -0.03
H 0.34 1.95 3.01  0.13
H -2.02 -0.35 2.35  0.03
H -1.54 -0.43 4.00  0.10
H -0.39 -0.19 2.62  0.07
H -3.73 1.49 3.81  0.09
H -3.18 3.02 3.25  0.10
H -3.49 1.61 2.12  0.08
C -3.86 -2.39 -0.69  -0.35
O -3.29 -2.91 -1.64  0.00
N -3.38 -1.53 0.23  -0.14
C -4.24 -0.85 1.20  -0.05
C -2.06 -0.95 0.08  -0.11
H -4.94 -2.57 -0.54  0.13
H -3.73 -0.54 2.11  0.05
H -5.09 -1.44 1.54  0.09
H -4.63 0.07 0.77  0.10
H -1.37 -1.73 -0.26  0.11
H -2.06 -0.09 -0.58  0.05
H -1.66 -0.67 1.05  0.03
C -0.80 1.11 -1.67  -0.30
O -2.03 1.00 -1.71  0.00
N -0.06 1.97 -2.40  -0.13
C -0.51 2.97 -3.37  -0.04
C 1.42 2.01 -2.32  -0.09
H -0.15 0.53 -1.00  0.10
H -0.01 3.86 -3.00  0.06
H -1.58 3.07 -3.57  0.10
H -0.06 2.85 -4.36  0.09
H 1.75 1.43 -1.46  0.06
H 1.95 1.64 -3.20  0.07
H 1.72 3.05 -2.22  0.11
C -1.27 -4.06 0.04  -0.21
O -0.15 -4.29 -0.53  -0.07
N -1.24 -3.56 1.32  -0.14
C -2.47 -3.48 2.11  -0.05
C -0.04 -2.95 1.91  -0.04
H -2.30 -4.16 -0.35  0.11
H -2.32 -4.01 3.05  0.09
H -3.24 -4.03 1.58  0.09
H -2.85 -2.50 2.40  0.06
H 0.37 -3.71 2.58  0.12
H 0.72 -2.59 1.21  0.02
H -0.43 -2.17 2.56  0.08
C -2.34 4.36 0.96  -0.30
O -3.27 5.17 0.67  -0.05
N -1.15 4.35 0.29  -0.12
C -0.23 3.20 0.56  -0.05
C -0.86 5.14 -0.90  -0.04
H -2.37 3.54 1.68  0.07
H 0.74 3.66 0.76  0.13
H -0.13 2.58 -0.33  0.05
H -0.46 2.56 1.41  0.04
H 0.04 5.75 -0.86  0.09
H -0.68 4.44 -1.72  0.03
H -1.71 5.77 -1.16  0.09
C 4.76 0.33 -1.72  -0.31
O 4.40 0.54 -0.57  -0.03
N 3.83 0.14 -2.69  -0.11
C 4.24 -0.31 -4.02  -0.07
C 2.40 -0.08 -2.40  -0.15
H 5.80 0.43 -2.06  0.13
H 4.20 -1.38 -4.23  0.09
H 5.21 0.01 -4.42  0.08
H 3.63 0.19 -4.77  0.08
H 1.81 0.39 -3.19  0.07
H 2.15 -1.14 -2.37  0.10
H 2.12 0.18 -1.37  0.04
C 4.44 -3.88 0.18  -0.34
O 4.35 -5.07 0.42  -0.04
N 3.30 -3.13 -0.06  -0.14
C 3.32 -1.68 -0.23  -0.07
C 1.96 -3.68 -0.14  -0.09
H 5.36 -3.27 0.23  0.12
H 4.31 -1.24 -0.19  0.08
H 2.95 -1.35 0.74  0.10
H 2.66 -1.30 -1.01  0.03
H 1.94 -4.77 -0.13  0.10
H 1.36 -3.28 0.68  0.01
H 1.38 -3.31 -0.99  0.09



Entry 5:
Density functional theory data (ωB97M-V with the def2-TZVPD basis set) for a cluster of 3 separate species, C23H55N7O5P2S2 in total.

Output
Kohn-Sham gap in eV: 8.306
SMILES string: CCN(CC)C(=S)SCCC[C@@H]1COC(=O)O1.CN(C)P(=O)(N(C)C)N(C)C.CN(C)P(=O)(N(C)C)N(C)C
Net charge: 0

Last column: Löwdin charge in e.
CARTESIAN COORDINATES (ANGSTROEM)
C -2.11 -2.86 -5.24  -0.06
C -1.48 -1.65 -4.52  -0.22
N -0.02 -1.47 -4.75  -0.20
C 0.25 -0.86 -6.06  -0.27
C 1.65 -0.26 -6.18  -0.09
C 0.72 -2.61 -4.45  -1.13
S 1.50 -3.55 -5.53  0.70
S 0.75 -3.12 -2.75  0.89
C 1.18 -1.68 -1.72  -0.44
C 0.24 -0.46 -1.72  -0.22
C 0.83 0.72 -2.51  -0.13
C -0.20 1.58 -3.19  -0.26
C 0.24 3.03 -3.35  -0.08
O -1.01 3.62 -3.73  0.06
C -1.97 2.92 -3.04  -0.58
O -3.12 3.22 -3.05  0.15
O -1.40 1.86 -2.41  0.07
H -2.87 -2.53 -5.95  0.07
H -2.63 -3.48 -4.51  0.08
H -1.38 -3.45 -5.79  0.05
H -1.95 -0.75 -4.91  0.11
H -1.69 -1.69 -3.46  0.09
H 0.04 -1.53 -6.89  0.11
H -0.45 -0.02 -6.14  0.11
H 1.70 0.25 -7.14  0.08
H 1.82 0.50 -5.41  0.06
H 2.43 -1.01 -6.17  0.05
H 1.19 -2.11 -0.72  0.07
H 2.19 -1.37 -1.98  0.08
H -0.77 -0.71 -2.03  0.09
H 0.17 -0.14 -0.68  0.12
H 1.45 1.33 -1.85  0.13
H 1.46 0.32 -3.30  0.10
H -0.59 1.19 -4.13  0.14
H 0.51 3.46 -2.38  0.14
H 1.02 3.09 -4.10  0.14
C 5.08 -3.42 2.61  -0.12
N 3.65 -3.23 2.72  -0.29
C 3.32 -1.92 3.28  -0.13
P 2.52 -4.45 3.02  0.58
O 1.21 -3.86 2.70  -0.29
N 2.66 -5.71 1.87  -0.32
C 3.88 -5.97 1.13  -0.14
C 1.49 -5.95 1.04  -0.13
N 3.32 -5.31 4.25  -0.28
C 2.74 -6.63 4.56  -0.12
C 3.37 -4.54 5.51  -0.12
H 5.58 -3.60 3.57  0.08
H 5.52 -2.51 2.18  0.08
H 5.34 -4.22 1.93  0.04
H 3.49 -1.86 4.36  0.07
H 2.27 -1.68 3.09  0.07
H 3.92 -1.15 2.80  0.08
H 4.11 -5.18 0.40  0.09
H 3.78 -6.91 0.59  0.08
H 4.73 -6.10 1.80  0.07
H 1.38 -5.22 0.23  0.08
H 0.58 -5.92 1.64  0.07
H 1.55 -6.95 0.60  0.08
H 1.69 -6.57 4.86  0.09
H 3.31 -7.06 5.39  0.08
H 2.83 -7.30 3.72  0.07
H 2.38 -4.25 5.88  0.09
H 3.97 -3.64 5.39  0.06
H 3.86 -5.14 6.28  0.08
C -3.31 7.35 1.95  -0.12
N -2.42 6.31 2.46  -0.29
C -1.04 6.76 2.53  -0.13
P -2.63 4.64 2.22  0.58
O -1.72 3.99 3.18  -0.29
N -4.17 4.14 2.74  -0.32
C -5.31 5.04 2.83  -0.14
C -4.20 3.16 3.82  -0.13
N -3.04 4.63 0.57  -0.26
C -3.55 3.32 0.08  -0.10
C -1.89 4.96 -0.30  -0.11
H -3.21 7.52 0.87  0.08
H -3.06 8.28 2.46  0.08
H -4.35 7.15 2.17  0.04
H -0.55 6.81 1.54  0.07
H -0.46 6.09 3.16  0.07
H -1.00 7.76 2.97  0.08
H -5.21 5.77 3.64  0.08
H -6.21 4.45 3.03  0.08
H -5.48 5.55 1.89  0.07
H -4.02 3.60 4.81  0.09
H -3.45 2.39 3.66  0.07
H -5.17 2.67 3.83  0.08
H -2.83 2.52 0.27  0.09
H -3.72 3.37 -0.99  0.06
H -4.49 3.06 0.55  0.08
H -1.05 4.27 -0.13  0.09
H -1.53 5.98 -0.13  0.06
H -2.18 4.90 -1.34  0.07



| no. | strongest force on any atom (Eh/bohr) | E_tot (eV) | LUMO level (eV) |
| --- | --- | --- | --- |
| 1 | 0.04134 | -77359.3345 | 0.14 |
| 2 | 0.15288 | -95664.8615 | 1.18 |
| 3 | 0.01582 | -140481.0186 | -1.00 |
| 4 | 0.12389 | -51522.5937 | 2.20 |
| 5 | 0.08365 | -85660.2961 | -0.13 |